Entry 1:
The following is a quantum chemistry calculation of a structure of composition C37H54N3OP2Tc in a non-equilibrium geometry, from OMol25.

Values from the calculation:
Net charge: +3
Relative energy (zero: lowest compared OMol25 entry of this formula, charge and spin): 49.4 kcal per mole
Maximum force: 4.1 eV/A
Frontier orbital gap (alpha / beta): 6.20 / 2.18 eV
LUMO energy (alpha / beta): -9.592 / -13.721 eV
M: 716.81 g/mol
Expectation value of S²: 3.820
DFT total energy: -2444.32802 a.u.
2S+1: 4

Geometry (Å):
C  -1.28663  -1.56271  -2.14338
C  0.73487  -2.62791  -1.38128
C  -1.49773  -2.52661  -3.12438
C  0.48537  -3.67891  -2.33728
C  -0.59193  -3.62041  -3.19268
H  -2.35803  -2.45081  -3.79428
H  1.19907  -4.50661  -2.38698
H  -0.75083  -4.41541  -3.93008
N  -0.23413  -1.61481  -1.27158
P  -2.41383  -0.09541  -0.12408
P  2.29497  -1.02661  0.17842
C  -2.26683  -0.42031  -1.95768
H  -1.86463  0.50679  -2.40098
H  -3.22603  -0.63901  -2.45298
C  1.90037  -2.57151  -0.60778
H  2.66187  -3.34121  -0.77478
C  3.44747  -0.07251  -1.06008
C  3.32617  -1.42151  1.74012
C  -3.36313  1.55139  0.09022
C  -3.49913  -1.58211  0.44592
C  3.47717  1.42639  -0.69298
H  4.11857  1.61429  0.18232
H  3.88707  2.01089  -1.53938
H  2.47367  1.81099  -0.45698
C  4.89087  -0.60081  -1.15798
H  5.47807  -0.41251  -0.24478
H  4.91237  -1.68161  -1.37988
H  5.40317  -0.08121  -1.99118
C  2.80327  -0.29571  -2.44948
H  3.20857  0.44559  -3.16458
H  3.03397  -1.30611  -2.82348
H  1.70847  -0.20341  -2.43158
C  4.00277  -0.14241  2.26842
H  3.26857  0.67269  2.39372
H  4.44977  -0.35131  3.25852
H  4.81147  0.21139  1.60912
C  2.37287  -1.94521  2.82682
H  1.71597  -1.14741  3.20272
H  1.75057  -2.77461  2.45282
H  2.97367  -2.31951  3.67712
C  4.36217  -2.53251  1.46642
H  5.09987  -2.26301  0.69852
H  4.91257  -2.74091  2.40342
H  3.86037  -3.46561  1.15982
C  -3.94863  -1.35961  1.90462
H  -4.42233  -2.28761  2.27472
H  -3.10183  -1.12881  2.56942
H  -4.69653  -0.55351  1.98352
C  -2.66723  -2.88551  0.35532
H  -2.47533  -3.17101  -0.69008
H  -1.70423  -2.82521  0.87652
H  -3.25963  -3.69281  0.82482
C  -4.73823  -1.79891  -0.45028
H  -5.28413  -2.68211  -0.06958
H  -5.43743  -0.95151  -0.44718
H  -4.45333  -2.02181  -1.49198
C  -2.58973  2.62459  -0.70458
H  -2.58293  2.42879  -1.79048
H  -3.08403  3.60049  -0.54458
H  -1.55133  2.70349  -0.34808
C  -3.29673  1.95179  1.58092
H  -2.25493  1.96039  1.93962
H  -3.71003  2.97139  1.69422
H  -3.88093  1.27879  2.22532
C  -4.82323  1.52529  -0.39498
H  -4.91033  1.17059  -1.43668
H  -5.46083  0.89629  0.24622
H  -5.23063  2.55299  -0.35608
Tc  -0.00423  -0.13151  0.36152
C  -0.39973  -1.23481  1.90372
O  -0.72163  -1.80581  2.87752
N  0.25507  1.19979  -1.21158
C  0.37127  1.93089  -2.12548
C  0.53507  2.76759  -3.25788
C  0.30787  4.16369  -3.16538
C  0.93157  2.19539  -4.49438
C  0.47737  4.96659  -4.29578
H  0.00467  4.59749  -2.20848
C  1.09417  3.01549  -5.61318
H  1.11057  1.11799  -4.55478
C  0.86877  4.39869  -5.51918
H  0.30327  6.04479  -4.22248
H  1.40177  2.57289  -6.56598
H  0.99977  5.03509  -6.40028
N  0.21217  1.24279  1.87812
C  0.06197  0.97959  3.33102
C  1.17927  1.00969  4.21592
C  1.08267  0.61839  5.55992
C  -0.14213  0.24799  6.09562
C  -1.27383  0.28659  5.29362
C  -1.17593  0.64249  3.94242
H  1.17387  1.57159  1.71522
H  -0.35003  2.03919  1.59292
H  2.15197  1.29119  3.90052
H  1.96647  0.58979  6.18802
H  -0.21583  -0.06451  7.13132
H  -2.23313  0.00939  5.71212
H  -2.08193  0.58259  3.40312

---

Entry 2:
The following is a quantum chemistry calculation of a cluster of 2 separate species, C11H23BO in total in a non-equilibrium geometry, from OMol25.

Values from the calculation:
Maximum force: 4.5 eV/A
SMILES: C=C(C)OC(C)C.CB1CC1(C)C
Frontier orbital gap: 9.46 eV
LUMO energy: 0.667 eV
M: 182.12 g/mol
DFT total energy: -532.85617 a.u.
2S+1: 1

Geometry (Å):
C  -2.42892  -0.59108  0.73472
C  -1.32010  -1.26213  0.54526
C  -0.40167  -1.76200  1.60486
O  -0.90946  -1.83653  -0.72248
C  -1.54335  -1.45454  -1.86232
C  -0.32359  -1.39948  -2.89388
C  -2.54911  -2.42668  -2.45448
H  -2.69677  -0.12778  1.67460
H  -2.93726  -0.16398  -0.09835
H  -0.90452  -1.68641  2.60570
H  0.48617  -1.23113  1.68685
H  -0.00780  -2.80229  1.58980
H  -1.88179  -0.43514  -1.78691
H  -0.53166  -0.54986  -3.62487
H  0.53452  -1.16791  -2.25623
H  -0.14949  -2.30691  -3.40245
H  -3.39051  -2.46298  -1.86290
H  -2.05393  -3.38648  -2.50573
H  -2.74738  -2.33944  -3.52379
C  0.85892  1.86690  3.35228
B  1.27874  2.06373  1.87586
C  1.71369  3.05648  0.85431
C  1.60212  1.50634  0.47285
C  2.96395  0.86600  0.18336
C  0.53841  1.20767  -0.59264
H  1.66016  1.34063  3.99055
H  -0.16778  1.53952  3.38593
H  0.82648  2.83053  4.01664
H  2.72440  3.29950  0.91062
H  1.17808  4.02363  0.54799
H  2.85891  -0.25579  0.09781
H  3.77791  1.12657  0.80986
H  3.17111  1.41541  -0.76349
H  -0.24132  0.58429  -0.21509
H  0.94920  0.71227  -1.46924
H  0.06362  2.20905  -0.90500